23
Properties=species:S:1:pos:R:3 method="wB97M-V/def2-TZVPD" homo_lumo_gap_ha=0.3349 multiplicity=1 e_tot_ha=-802.55163 de_lowest_kj_mol=373.4
C 2.4187 0.1898 0.2134
C 1.0583 0.0729 -0.1820
C 3.1376 -1.0941 0.3493
C -1.5411 -1.1944 -0.1428
C -2.3710 0.7834 1.1352
C -1.8094 1.0876 -1.2964
C -1.4250 0.3626 -0.0851
N 0.0240 0.5149 0.4112
O 5.2356 0.5104 0.4016
S 4.3320 -0.0313 -0.5261
H 2.6855 0.8953 0.9830
H 0.7636 -0.4214 -1.0847
H 3.3826 -1.4285 1.4361
H 2.7005 -1.9137 -0.1909
H -2.0676 -1.5505 -1.0765
H -0.5564 -1.5449 -0.1243
H -2.1148 -1.5537 0.6717
H -2.4292 1.8371 1.3687
H -1.9695 0.2378 1.9489
H -3.4247 0.3603 0.8982
H -2.9628 0.9862 -1.4789
H -1.6408 2.0964 -1.2891
H -1.4262 0.7977 -2.3404